ORCA calculation (the ωB97M-V functional and the def2-TZVPD basis) on 5 unconnected molecules or ions with the total composition H10O5.

```
15
Properties=species:S:1:pos:R:3:nbo_charge:R:1
H 1.33953 -1.33393 0.15970 0.525
H 1.28873 1.40775 -1.70866 0.481
H 0.01277 -0.17437 -0.73918 0.492
O -0.21376 0.58744 1.23724 -0.974
H -2.27116 0.21514 0.60083 0.493
H -3.59791 -0.44730 0.35909 0.468
O -2.91687 0.01041 -0.06534 -0.959
H 1.75122 0.72329 -0.39336 0.507
H 2.91011 -1.24405 0.18700 0.492
O -0.19306 -1.13046 -0.87690 -1.016
H 0.60999 0.16551 1.36688 0.483
O 2.11629 -0.79826 0.55388 -1.005
H -0.13263 1.18627 0.51804 0.487
H -1.20667 -1.25533 -0.81132 0.514
O 1.11940 1.42549 -0.79126 -0.987
```

Summary:
SMILES: O.O.O.O.O
Highest occupied orbital energy (eV): -10.78
LUMO energy (Ha): 0.0175
Energy relative to the best compared isomer or geometry (same formula, charge and spin) (kcal per mole): 22.6
Kohn-Sham gap (eV): 11.2596

ORCA calculation (the ωB97M-V functional and the def2-TZVPD basis) on a molecular structure, C47H40CrN2O2PSSi.

```
95
Properties=species:S:1:pos:R:3:mulliken_spin:R:1
C 3.10764 -3.81237 -1.79482 -0.007
H -3.74657 -4.89586 3.40557 0.000
H 0.91227 3.08490 0.95313 -0.013
C -0.12726 6.29018 0.64925 0.002
N 1.45471 2.41702 -2.48396 -0.009
C -4.21633 -2.98116 -3.83035 0.000
O -1.00768 -0.64672 -0.59014 -0.077
C -2.53090 -2.37841 1.49012 0.003
H -1.82110 -5.09495 -0.40636 0.000
H 3.89608 3.01126 -3.31502 0.000
H -4.16827 1.78553 -5.39486 0.000
C 5.02175 1.78106 -1.96690 0.010
H -4.25029 -2.47310 -5.91503 0.000
C -0.44135 -2.43070 5.00679 0.001
Cr 0.61342 0.25190 -0.37507 3.941
H -1.18603 7.09463 -1.03514 0.000
C 1.98364 2.44859 4.49803 -0.001
C -1.60382 -0.63813 6.12944 0.000
H 3.66009 -2.60835 -0.10688 0.001
C -0.30649 -0.20229 4.17156 0.005
H -1.63069 -2.68207 6.77406 0.000
C 2.98528 0.58458 3.32190 0.002
C -0.72649 6.21523 -0.60209 -0.001
C -2.60512 2.51823 -2.48471 0.015
C -3.63608 2.34878 -3.39486 0.001
H 3.31877 3.61714 5.70247 0.000
H 3.58469 -0.13728 0.39546 -0.047
H 2.86254 -0.26663 2.66323 -0.004
H 1.10743 3.04379 4.73432 0.000
C -3.36051 1.92209 -4.68723 0.000
C 2.06240 -4.23583 -2.60525 0.006
C -0.15175 3.88150 -0.73785 -0.097
C 2.85348 -2.92697 -0.75762 0.037
N 2.55928 1.05921 -0.92466 -0.170
H -1.83783 1.31971 -6.07246 0.000
H 4.11222 -4.17759 -1.96685 0.000
P -0.01159 2.29447 -1.60312 0.244
C 4.33657 2.00663 4.71340 0.000
H 1.57041 3.15793 -3.16158 -0.003
H -0.12139 7.22977 1.18815 0.000
C 0.04013 -1.53985 4.06165 0.003
C -0.73772 5.01551 -1.29807 -0.003
C -3.68868 -2.43128 -4.98964 0.000
C 0.46292 5.16620 1.21001 0.010
C -3.13864 -3.01458 2.56616 0.000
H -4.65682 2.54414 -3.09288 0.000
C 3.86797 2.30927 -2.49193 -0.003
H -0.19524 -3.48178 4.92897 0.000
C 4.94572 0.87851 -0.90655 0.002
C 0.48647 -2.88111 -1.34748 -0.017
Si -1.24054 -2.18494 -1.01523 -0.024
C -1.13560 0.26161 5.18158 -0.001
C -2.23030 -2.33594 -2.59571 -0.002
H -0.03076 -4.10546 -3.03575 0.000
H -0.00101 1.58917 -4.45718 -0.004
H 1.38083 -1.83273 0.32602 -0.063
C -2.43362 -1.83167 -4.96155 0.002
C 0.77009 -3.77324 -2.38324 0.000
H 2.25469 -4.92942 -3.41524 0.000
O 0.55055 0.15426 1.72582 -0.043
H -1.41974 1.30818 5.22436 0.000
C -1.01693 1.82123 -4.16067 -0.003
C -1.28872 2.26206 -2.86803 0.003
H -3.51152 -2.43151 3.40000 0.000
C -1.71735 -1.78570 -3.77484 -0.001
C -2.05299 1.66122 -5.06833 -0.004
C 4.21977 0.91693 3.85794 0.002
C 3.70338 0.55539 -0.42779 0.062
H -1.20807 4.95668 -2.27252 0.000
H -2.82911 2.83942 -1.47332 -0.002
H 5.30224 2.26366 5.12970 0.000
H -2.42464 -1.29794 1.48651 0.004
C 1.88137 1.35285 3.65236 0.008
H -2.01493 -1.40787 -5.86711 0.000
C -3.26942 -4.39682 2.57081 0.000
C 0.44572 3.96347 0.51979 0.052
C -2.05095 -3.10801 0.39999 -0.010
C 3.22212 2.76916 5.03642 0.000
C 1.55680 -2.47444 -0.54043 0.105
H -2.25063 -0.29378 6.92599 0.000
C 2.63705 1.92368 -1.95194 0.050
H 5.98308 2.06959 -2.37487 0.001
H -5.19254 -3.45089 -3.84810 0.000
H 5.83282 0.44293 -0.46949 0.000
C -1.25457 -1.97866 6.04056 0.000
H 5.09155 0.32302 3.61479 0.000
H 0.64882 -1.87822 3.23129 0.001
H 0.93409 5.22381 2.18339 0.001
C -3.49083 -2.93351 -2.64464 -0.001
H -2.89249 -6.21927 1.49897 0.000
S 0.27579 0.97405 2.96586 0.030
C -2.19027 -4.49870 0.42411 0.003
C -2.79204 -5.14050 1.49783 0.000
H -3.91643 -3.36633 -1.74455 0.000
H -0.73603 -1.31757 -3.76788 0.001
```

Summary:
Total charge: +1
Highest occupied orbital energy (spin up / spin down) (eV): -10.34 / -10.75
LUMO energy (spin up / spin down) (Ha): -0.0797 / -0.0871
2S+1: 5
Energy relative to the best compared isomer or geometry (same formula, charge and spin) (kcal per mole): 19.4
<S²>: 6.015
Kohn-Sham gap (spin up / spin down) (eV): 8.1713 / 8.3829

ORCA calculation (the ωB97M-V functional and the def2-TZVPD basis) on 2 unconnected molecules or ions with the total composition C3H4NOS.

```
10
Properties=species:S:1:pos:R:3:nbo_charge:R:1
N -2.26058 -0.40459 -0.02496 -0.462
C 1.42952 0.15000 -0.73540 -0.115
S -1.53267 0.46159 -1.01167 0.228
H 1.92724 0.26403 -1.62663 0.256
H -3.60506 -1.62737 1.27030 0.285
C -2.83335 -1.10106 0.75941 0.242
O 1.59258 1.95490 0.92795 -0.307
C 1.76809 0.96720 0.33922 0.366
H 2.51500 0.14591 0.68063 0.237
H 0.99923 -0.81060 -0.57885 0.269
```

Summary:
Total charge: +1
Highest occupied orbital energy (spin up / spin down) (eV): -13.43 / -13.43
LUMO energy (spin up / spin down) (Ha): -0.2671 / -0.2670
Energy relative to the best compared isomer or geometry (same formula, charge and spin) (kcal per mole): 89.1
Kohn-Sham gap (spin up / spin down) (eV): 6.1597 / 6.1611

ORCA calculation (the ωB97M-V functional and the def2-TZVPD basis) on a molecular structure, C48H49Br2N3P2SY.

```
106
Properties=species:S:1:pos:R:3:lowdin_charge:R:1
H 2.66384 -5.96296 -0.73730 0.123
H 3.06073 3.67542 -0.50727 0.118
H -0.35479 0.05796 6.94065 0.104
C 1.30467 4.75441 -1.10241 -0.045
C 0.77922 -1.72186 -3.90004 -0.243
C -4.78392 1.58282 -0.74916 -0.059
C -0.02142 -1.02000 4.42156 -0.177
C 4.90634 -0.74819 0.38066 -0.028
C 3.39989 -0.38124 -6.75300 -0.394
H 2.38686 -1.31101 6.88061 0.093
C 1.45185 2.35573 -1.02072 -0.092
C -1.06228 4.58912 3.57769 -0.643
H -1.61940 3.35285 -2.08394 0.108
C -1.21917 -0.32409 4.22772 -0.038
N 0.55878 -0.54002 -1.67518 -0.446
H 4.13489 -0.54414 -5.96707 0.037
C -0.59649 3.42167 -1.72896 -0.101
C 0.21129 2.70746 2.87725 -0.099
C -1.78706 1.20399 -5.47120 -0.042
H 5.84132 -0.90005 -0.14253 0.127
C -3.18761 -2.60312 1.88492 -0.016
C -0.52268 -4.95996 -1.30859 -0.054
C 1.04312 -0.53271 5.38748 -0.364
H -1.43392 0.55813 4.81487 0.120
C -1.55312 0.62830 -3.15493 -0.373
H -1.43173 1.73338 -6.34513 0.124
H -3.69247 -3.32103 2.53489 0.116
C -2.67315 -0.20389 -3.25066 -0.122
C 0.12311 3.86044 3.62344 -0.060
H 0.71532 -2.70345 -3.42608 0.105
C 0.50331 0.47481 6.40971 -0.052
C 0.58381 -5.79977 -1.22587 -0.035
P -0.69001 0.64365 -1.57187 0.942
C 2.03280 3.60280 -0.83848 -0.053
H 0.95310 4.18120 4.23687 0.126
C -3.34605 -0.32575 -4.45334 -0.054
C -3.97789 0.75093 -0.00695 -0.123
H -4.07703 -0.32386 -0.10863 0.111
H 3.43423 -1.19188 -7.47702 0.045
P 0.86715 -1.35072 -0.20577 0.907
C -1.90966 2.99037 2.01148 -0.200
H -0.57215 5.56291 -1.76107 0.119
H -2.86053 -3.15303 1.00129 0.081
H -3.63771 4.48737 0.54893 0.126
H 0.21329 1.42543 5.95745 0.066
C -0.82997 -2.67985 2.82714 -0.027
H 1.80608 -0.02301 4.78252 0.122
C 1.73234 -1.70192 6.10480 -0.042
H 1.58420 -0.23840 2.27224 0.039
H -0.23586 1.97274 -4.21189 0.114
C -2.08921 4.14430 2.74911 -0.024
C 1.62259 -1.84438 -5.16541 -0.459
H 2.63324 -2.19111 -4.94372 0.084
C 0.85384 -3.11186 -0.59248 -0.364
H 1.27273 0.69500 7.14646 0.094
C 3.71439 -0.01513 2.33725 -0.057
H 3.60498 0.56064 -7.25544 0.038
H -0.68094 -3.63041 2.32669 0.136
C -2.21360 -0.79569 3.36447 -0.141
N -3.04675 1.19046 0.85565 -0.033
H -1.23608 -2.94632 -1.07976 0.089
C -0.01020 4.66374 -1.54424 -0.049
H -3.18481 -0.31178 3.36973 0.133
H -3.02134 4.69033 2.70778 0.127
H 1.76612 5.72569 -0.98217 0.121
C 1.94993 -3.96107 -0.47973 -0.061
H -0.23021 -1.42065 -4.17634 0.095
C 1.36963 -0.72195 -2.90365 -0.237
C 2.52193 -0.36599 1.72682 -0.136
C 3.71340 -1.10020 -0.23300 -0.077
H 3.73669 -1.50872 -1.23331 0.104
H 2.03067 1.45694 -0.84115 0.085
H 2.90271 -3.59017 -0.12882 0.101
H 2.34768 -2.29798 5.43071 0.078
N -0.78012 2.25040 2.09450 -0.010
C -4.65470 2.95654 -0.56481 -0.646
C -0.38816 -3.62166 -0.99042 -0.134
H -2.98879 -0.77777 -2.38471 0.084
C 1.80967 -5.30301 -0.81089 -0.039
S 1.74508 -0.24524 -6.04412 0.809
H 0.99885 -2.35553 6.57963 0.105
C -3.75087 3.42538 0.38305 -0.031
H 1.49259 0.25038 -3.38244 0.082
H 5.84826 0.03993 2.13863 0.126
H -1.48007 -5.35579 -1.62139 0.119
C -1.11240 1.34007 -4.26802 -0.089
C 0.14009 2.25920 -1.48673 -0.376
Br -1.27421 6.13664 4.60042 0.917
C 4.91087 -0.21613 1.66369 -0.030
C -2.03765 -1.99292 2.64707 -0.365
H -4.20617 -0.97814 -4.53128 0.118
H -3.43161 0.29300 -6.50357 0.124
H -5.49068 1.17364 -1.45712 0.128
H 3.72342 0.40427 3.33561 0.110
C 0.14832 -2.20384 3.69103 0.006
Y -0.98550 0.06081 1.18421 1.422
H 1.12290 2.11982 2.89837 0.114
H 1.04035 -2.79963 3.83647 0.129
H -3.93162 -1.85529 1.60845 0.072
H 2.36512 -1.06335 -2.61739 0.100
Br -5.66108 4.15251 -1.58984 0.909
C -2.95565 2.52012 1.06481 -0.210
C -2.90361 0.38354 -5.56375 -0.029
H 1.15428 -2.55797 -5.84119 0.083
H 0.48537 -6.84580 -1.48340 0.124
C 2.50487 -0.91581 0.44064 -0.363
```

Summary:
Total charge: +3
Highest occupied orbital energy (eV): -14.04
LUMO energy (Ha): -0.3148
Energy relative to the best compared isomer or geometry (same formula, charge and spin) (kcal per mole): 29.2
Kohn-Sham gap (eV): 5.4736

ORCA calculation (the ωB97M-V functional and the def2-TZVPD basis) on a single C23H31ClN2O4S molecule.

```
62
Properties=species:S:1:pos:R:3:nbo_charge:R:1
H 0.55791 3.63487 -1.89534 0.237
O 0.03757 -4.17452 -0.63577 -0.942
C -1.67401 1.09486 1.41052 -0.239
C 1.93607 2.39809 -0.76405 -0.392
H 6.96527 0.27689 0.43206 0.202
C 4.89833 0.27831 -0.14156 -0.026
H 4.05867 -2.85574 1.11856 0.210
H 2.13377 0.95322 1.62180 0.194
S -0.44067 -2.82781 -0.49285 2.158
H 1.60918 2.60034 -2.89234 0.189
H 5.74526 -1.70425 -0.33894 0.208
C -3.71648 -0.74571 -1.22792 -0.284
C 6.04459 0.76625 0.75693 -0.405
H -1.74407 -3.11406 -2.42401 0.268
H -4.65072 -0.14808 2.43287 0.230
C -2.20230 0.80511 -1.73270 0.173
H -4.62651 -1.23869 -0.95456 0.231
O -1.78167 3.14055 -1.78408 -0.616
C 4.76986 -1.25634 -0.14031 -0.419
C 3.08246 0.44107 1.44680 -0.218
C -1.61147 -1.31461 1.48568 -0.087
O -1.60346 -0.40385 -1.81547 -0.408
C -0.87060 -2.58394 1.27544 -0.652
H -4.23760 1.42414 -1.25405 0.248
H 4.90583 -1.57724 1.99262 0.193
C -2.93455 -1.32176 1.91489 -0.186
H 2.47779 -1.38371 2.43067 0.201
H -2.72848 -3.40242 -0.96679 0.257
H 3.75443 0.71668 2.26461 0.193
H 6.99662 2.61676 1.34111 0.205
C -2.99345 1.06717 1.83842 -0.023
H 5.86771 0.48081 1.79312 0.193
C 4.20441 -1.77462 1.17901 -0.402
H 5.27634 2.76400 0.95052 0.218
H 5.14955 0.59695 -1.16078 0.195
H 1.33642 2.42269 0.14686 0.192
H -1.43924 -3.46487 1.55786 0.246
N 3.65228 0.94563 0.21150 -0.471
H 6.46174 2.57875 -0.34084 0.197
C -2.51168 -1.33938 -1.49442 0.261
O 0.44644 -1.77444 -0.90660 -0.953
H 3.22783 1.05495 -1.81843 0.196
C -3.62647 -0.13897 2.09623 -0.236
H -3.42777 -2.26136 2.11651 0.212
C -0.98928 -0.09315 1.24159 -0.137
N -0.04781 1.68733 -2.02810 -0.609
H 2.67135 3.20109 -0.70055 0.216
C -2.02511 -2.72894 -1.44415 -0.676
H 0.03340 -0.08252 0.90077 0.228
H 2.15992 -1.36516 0.68632 0.211
H 4.09256 -1.54980 -0.94640 0.204
C -1.34838 2.00704 -1.85966 0.624
H 0.20924 0.71092 -2.02131 0.416
C 2.87620 -1.07932 1.45946 -0.432
C 2.68712 1.06359 -0.86848 -0.227
Cl -3.85526 2.54402 2.03763 0.024
H 0.09757 -2.59147 1.77312 0.265
C -3.51796 0.64378 -1.38652 -0.241
H 1.97612 0.22513 -0.88626 0.182
C 6.20774 2.27845 0.67322 -0.606
H -1.19803 2.04100 1.20663 0.238
C 1.02468 2.64944 -1.96696 -0.229
```

Summary:
SMILES: CC[C@H]1CCCCN1CCCNC(=O)c1ccc(CS(=O)(=O)Cc2ccc(Cl)cc2)o1
Highest occupied orbital energy (eV): -8.08
LUMO energy (Ha): 0.0123
Kohn-Sham gap (eV): 8.4203

ORCA calculation (the ωB97M-V functional and the def2-TZVPD basis) on a single C5H8N2 molecule.

```
15
Properties=species:S:1:pos:R:3:nbo_charge:R:1
C 1.00737 0.30334 2.10142 -0.450
C -0.15533 1.58609 0.21915 0.212
H 0.31123 -0.65205 1.88673 0.257
H 2.08601 0.07687 2.16496 0.202
C 0.38412 -0.51265 0.01592 -0.195
H 0.86943 1.17885 2.78212 0.220
C -0.55698 -0.18147 -0.90617 0.145
N -0.87684 1.14905 -0.79400 -0.479
C -1.07855 -1.05613 -1.99066 -0.643
H 1.12776 -1.29323 -0.01215 0.219
H -0.26406 -1.23873 -2.69797 0.221
N 0.68044 0.65318 0.71232 -0.357
H -0.22507 2.57753 0.64635 0.194
H -1.41324 -2.02688 -1.60977 0.221
H -1.89630 -0.56377 -2.51822 0.233
```

Summary:
SMILES: Cc1cn(C)cn1
Highest occupied orbital energy (eV): -8.65
LUMO energy (Ha): 0.0341
Energy relative to the best compared isomer or geometry (same formula, charge and spin) (kcal per mole): 42.7
Kohn-Sham gap (eV): 9.5820